Entry 1:
{"formula": "C37H39Cl2N8O7S3Ta", "method": "ωB97M-V with the def2-TZVPD basis set", "largest_force_ha_per_bohr": 0.011, "gap_ev": 6.131, "molar_mass_g_mol": 1055.8, "e_above_lowest_ev": 1.102, "total_energy_ha": -4569.66857, "charge": 2, "elements": ["Ta", "S", "C", "N", "N", "C", "C", "C", "C", "C", "C", "N", "N", "C", "C", "C", "C", "C", "C", "H", "H", "H", "H", "H", "H", "H", "H", "H", "H", "H", "O", "C", "O", "C", "C", "N", "N", "C", "C", "O", "O", "H", "H", "H", "Cl", "C", "C", "C", "C", "C", "Cl", "C", "S", "H", "H", "H", "C", "C", "C", "S", "O", "C", "C", "C", "H", "H", "H", "H", "H", "H", "H", "H", "H", "H", "H", "H", "H", "H", "O", "C", "N", "C", "O", "C", "C", "C", "C", "N", "C", "H", "H", "H", "H", "H", "H", "H", "H"], "coordinates": [[0.33, 0.00, -0.14], [-1.93, -0.64, 0.31], [-1.82, -0.99, 2.03], [-2.72, -1.67, 2.72], [-3.71, -2.18, 2.12], [-4.73, -2.92, 2.79], [-4.70, -3.08, 4.17], [-5.72, -3.81, 4.76], [-6.74, -4.36, 4.00], [-6.75, -4.19, 2.62], [-5.74, -3.46, 2.01], [-0.84, -0.46, 2.76], [0.07, 0.18, 2.14], [0.90, 0.94, 3.07], [1.48, 2.14, 2.68], [2.25, 2.86, 3.58], [2.44, 2.40, 4.87], [1.86, 1.20, 5.25], [1.09, 0.47, 4.36], [-3.82, -2.06, 1.11], [-3.91, -2.64, 4.76], [-5.72, -3.94, 5.84], [-7.53, -4.92, 4.48], [-7.54, -4.61, 2.02], [-5.74, -3.31, 0.93], [1.33, 2.55, 1.70], [2.67, 3.81, 3.27], [3.03, 2.97, 5.58], [2.00, 0.82, 6.26], [0.64, -0.46, 4.67], [0.11, 6.39, -1.20], [-1.12, 6.17, -1.67], [-1.80, 7.06, -2.10], [-1.65, 4.77, -1.65], [-2.90, 4.49, -2.15], [-3.09, 3.17, -2.00], [-2.07, 2.54, -1.42], [-1.18, 3.51, -1.20], [0.09, 3.16, -0.58], [1.02, 3.91, -0.40], [0.21, 1.86, -0.21], [0.54, 5.57, -0.91], [-3.63, 5.15, -2.60], [-3.90, 2.63, -2.27], [1.97, 0.76, -2.25], [1.15, 0.47, -3.76], [1.75, 0.89, -4.93], [1.08, 0.65, -6.12], [-0.16, 0.02, -6.11], [-0.72, -0.39, -4.91], [-2.26, -1.18, -4.94], [-0.07, -0.17, -3.69], [-0.79, -0.75, -2.19], [2.71, 1.38, -4.91], [1.51, 0.97, -7.05], [-0.69, -0.16, -7.03], [4.29, -3.09, -2.12], [2.83, -2.83, -2.48], [1.86, -3.70, -1.70], [1.83, -3.20, 0.03], [0.94, -1.92, 0.07], [0.83, -4.50, 0.81], [-0.68, -4.28, 0.83], [-1.37, -4.41, -0.52], [4.94, -2.37, -2.61], [4.60, -4.09, -2.44], [4.47, -3.02, -1.04], [2.66, -3.04, -3.54], [2.58, -1.78, -2.34], [2.19, -4.74, -1.66], [0.83, -3.66, -2.07], [1.23, -4.57, 1.82], [1.11, -5.41, 0.27], [-0.88, -3.30, 1.27], [-1.07, -5.02, 1.53], [-1.10, -3.60, -1.20], [-2.45, -4.36, -0.39], [-1.14, -5.36, -1.00], [2.83, -2.12, 4.71], [4.11, -1.52, 4.69], [5.00, -2.17, 3.76], [4.93, -2.03, 2.42], [5.38, -2.84, 1.63], [4.34, -0.76, 1.85], [5.18, 0.27, 1.45], [4.64, 1.33, 0.74], [3.31, 1.28, 0.38], [2.50, 0.26, 0.72], [3.01, -0.70, 1.51], [2.85, -2.89, 5.28], [4.57, -1.52, 5.67], [3.96, -0.48, 4.38], [5.47, -3.02, 4.06], [6.24, 0.24, 1.69], [5.24, 2.18, 0.44], [2.86, 2.11, -0.15], [2.32, -1.44, 1.89]], "lowdin_charge": [1.37, 0.63, -0.73, 0.11, 0.05, -0.22, -0.01, -0.05, -0.05, -0.06, -0.02, 0.06, -0.09, -0.24, -0.05, -0.05, -0.06, -0.07, -0.04, 0.11, 0.11, 0.12, 0.12, 0.12, 0.12, 0.08, 0.12, 0.11, 0.12, 0.11, 0.15, -0.48, 0.14, -0.03, 0.03, 0.04, 0.12, -0.15, -0.43, 0.13, -0.32, 0.07, 0.15, 0.17, 0.83, -0.60, -0.08, -0.04, -0.08, -0.67, 0.72, -0.65, 0.55, 0.12, 0.12, 0.12, -0.08, -0.29, -0.31, 1.10, -0.74, -0.29, -0.27, -0.08, 0.09, 0.09, 0.05, 0.13, 0.05, 0.12, 0.09, 0.10, 0.11, 0.06, 0.13, 0.03, 0.08, 0.09, -0.04, -0.23, 0.12, -0.45, 0.10, -0.09, 0.06, 0.01, -0.16, -0.07, -0.10, 0.10, 0.14, 0.11, 0.16, 0.15, 0.13, 0.08, 0.10]}

Entry 2:
{"formula": "C62H69IN3PY", "method": "ωB97M-V with the def2-TZVPD basis set", "largest_force_ha_per_bohr": 0.027, "gap_ev": 5.112, "molar_mass_g_mol": 1103.0, "e_above_lowest_ev": 1.622, "total_energy_ha": -3245.64265, "charge": -1, "elements": ["Y", "C", "C", "C", "C", "C", "H", "H", "H", "H", "H", "C", "N", "C", "C", "C", "C", "C", "C", "C", "C", "H", "H", "H", "H", "H", "H", "H", "H", "H", "H", "H", "H", "I", "C", "C", "C", "C", "C", "C", "C", "C", "C", "P", "C", "C", "C", "C", "C", "C", "C", "C", "C", "C", "C", "C", "C", "H", "H", "H", "H", "H", "H", "H", "H", "H", "H", "H", "H", "H", "H", "H", "H", "C", "C", "C", "C", "C", "C", "C", "C", "C", "C", "C", "C", "N", "C", "C", "N", "C", "C", "C", "C", "C", "C", "C", "C", "C", "C", "C", "C", "H", "H", "H", "H", "H", "H", "H", "H", "H", "H", "H", "H", "H", "H", "H", "H", "H", "H", "H", "H", "H", "H", "H", "H", "H", "H", "H", "H", "H", "H", "H", "H", "H", "H", "H", "H"], "coordinates": [[-0.18, 0.24, -0.31], [-3.42, 1.82, 0.21], [-2.06, 2.11, -0.12], [-2.07, 2.63, -1.46], [-3.37, 2.56, -1.94], [-4.21, 2.08, -0.90], [-3.77, 1.47, 1.17], [-1.36, 2.46, 0.64], [-1.22, 3.03, -1.98], [-3.69, 2.84, -2.94], [-5.28, 1.96, -0.96], [2.54, -1.90, 1.01], [2.41, -0.76, 0.11], [3.37, 0.28, 0.50], [2.71, -1.18, -1.26], [1.67, -2.14, -1.76], [2.06, -3.27, -2.48], [1.12, -4.18, -2.93], [-0.21, -3.96, -2.64], [-0.58, -2.83, -1.92], [0.32, -1.87, -1.45], [3.55, -2.33, 0.96], [1.82, -2.67, 0.75], [2.36, -1.58, 2.04], [4.40, -0.09, 0.43], [3.16, 0.62, 1.51], [3.25, 1.14, -0.16], [3.71, -1.64, -1.30], [2.73, -0.29, -1.88], [3.12, -3.43, -2.67], [1.44, -5.06, -3.49], [-0.97, -4.66, -2.99], [-1.63, -2.70, -1.73], [-3.75, -0.81, -1.60], [-3.79, -2.89, -1.90], [-4.04, -3.35, -3.16], [-4.38, -4.70, -3.40], [-4.53, -5.54, -2.34], [-4.26, -5.10, -1.02], [-4.48, -5.98, 0.07], [-4.19, -5.59, 1.34], [-3.57, -4.34, 1.56], [-3.33, -3.45, 0.53], [-2.04, -2.18, 0.91], [-0.81, -3.32, 1.62], [-0.16, -2.97, 2.79], [0.85, -3.76, 3.32], [1.24, -4.91, 2.66], [0.62, -5.26, 1.46], [-0.41, -4.48, 0.95], [-2.67, -1.20, 2.32], [-1.93, -0.08, 2.69], [-2.40, 0.83, 3.63], [-3.65, 0.63, 4.20], [-4.41, -0.46, 3.83], [-3.93, -1.37, 2.90], [-3.78, -3.78, -0.79], [-4.03, -2.65, -3.99], [-4.56, -5.04, -4.41], [-4.87, -6.56, -2.48], [-4.87, -6.97, -0.13], [-4.37, -6.25, 2.18], [-3.20, -4.12, 2.55], [-0.46, -2.06, 3.27], [1.33, -3.46, 4.25], [2.04, -5.53, 3.05], [0.93, -6.14, 0.92], [-0.88, -4.76, 0.02], [-0.95, 0.15, 2.25], [-1.79, 1.69, 3.89], [-4.03, 1.35, 4.92], [-5.39, -0.61, 4.26], [-4.55, -2.20, 2.60], [3.97, 4.23, -2.44], [3.71, 2.73, -2.33], [5.03, 1.94, -2.41], [2.72, 2.24, -3.38], [3.11, 2.40, -4.71], [2.35, 1.92, -5.75], [1.17, 1.26, -5.46], [0.73, 1.09, -4.15], [-0.61, 0.40, -3.99], [-1.73, 1.22, -4.64], [-0.60, -1.01, -4.57], [1.50, 1.59, -3.07], [1.05, 1.45, -1.74], [1.12, 2.62, -0.97], [1.03, 2.78, 0.37], [0.89, 1.91, 1.44], [0.89, 2.54, 2.68], [0.72, 3.98, 2.92], [0.52, 4.41, 4.24], [0.59, 3.61, 5.35], [0.93, 2.30, 5.14], [1.06, 1.76, 3.86], [1.55, 0.30, 3.87], [0.97, -0.50, 5.06], [3.08, 0.30, 4.02], [0.74, 5.24, 1.99], [2.08, 5.57, 1.31], [-0.50, 5.46, 1.10], [4.65, 4.56, -1.65], [3.04, 4.80, -2.34], [4.43, 4.49, -3.40], [3.29, 2.57, -1.35], [5.57, 2.16, -3.33], [4.84, 0.87, -2.37], [5.68, 2.21, -1.57], [4.05, 2.91, -4.92], [2.67, 2.05, -6.78], [0.56, 0.88, -6.27], [-0.84, 0.34, -2.92], [-1.64, 1.19, -5.73], [-1.70, 2.26, -4.32], [-2.71, 0.81, -4.36], [-0.50, -0.97, -5.66], [-1.54, -1.52, -4.34], [0.22, -1.60, -4.18], [1.14, 3.55, -1.53], [0.97, 3.81, 0.61], [0.32, 5.47, 4.40], [0.45, 4.01, 6.35], [1.09, 1.66, 5.99], [1.31, -0.19, 2.93], [1.62, -0.40, 5.94], [0.89, -1.56, 4.88], [-0.02, -0.15, 5.35], [3.47, -0.72, 4.07], [3.35, 0.81, 4.95], [3.58, 0.82, 3.20], [0.65, 6.05, 2.71], [2.35, 4.94, 0.46], [2.88, 5.51, 2.04], [2.03, 6.61, 0.95], [-0.60, 4.78, 0.26], [-0.47, 6.48, 0.70], [-1.41, 5.37, 1.70]], "lowdin_charge": [1.48, -0.25, -0.31, -0.19, -0.21, -0.30, 0.08, 0.06, 0.08, 0.08, 0.07, -0.07, -0.27, -0.09, -0.19, -0.27, -0.06, -0.10, -0.11, -0.22, -0.21, 0.10, 0.07, 0.06, 0.10, 0.04, 0.06, 0.12, 0.10, 0.10, 0.09, 0.10, -0.01, 1.26, -0.63, -0.16, -0.08, -0.05, -0.16, -0.03, -0.06, -0.11, -0.30, 1.03, -0.36, -0.11, -0.09, -0.09, -0.07, -0.08, -0.36, -0.14, -0.06, -0.08, -0.08, -0.08, -0.21, 0.09, 0.10, 0.11, 0.11, 0.10, 0.11, 0.07, 0.09, 0.10, 0.10, 0.10, 0.06, 0.11, 0.10, 0.10, 0.09, -0.07, -0.39, -0.07, -0.14, -0.06, -0.09, -0.06, -0.12, -0.38, -0.07, -0.06, -0.17, -0.12, -0.26, -0.28, -0.04, -0.16, -0.08, -0.09, -0.11, -0.09, -0.16, -0.36, -0.08, -0.07, -0.39, -0.06, -0.05, 0.08, 0.07, 0.07, 0.08, 0.07, 0.07, 0.08, 0.10, 0.09, 0.10, 0.06, 0.07, 0.07, 0.05, 0.07, 0.07, 0.07, 0.12, 0.02, 0.10, 0.09, 0.10, 0.08, 0.07, 0.04, 0.08, 0.08, 0.08, 0.06, 0.10, 0.06, 0.08, 0.08, 0.06, 0.08, 0.08]}

Entry 3:
{"formula": "C4H9NO", "method": "ωB97M-V with the def2-TZVPD basis set", "largest_force_ha_per_bohr": 0.013, "gap_ev": 9.610, "molar_mass_g_mol": 87.1, "e_above_lowest_ev": 2.834, "total_energy_ha": -287.72832, "elements": ["C", "C", "C", "C", "O", "N", "H", "H", "H", "H", "H", "H", "H", "H", "H"], "coordinates": [[-1.21, 0.58, 1.82], [-1.49, 0.68, 0.35], [-0.67, 1.27, -0.52], [1.47, -0.72, -0.70], [0.48, -1.63, -0.66], [2.45, -1.22, -1.44], [-1.59, -0.35, 2.25], [-1.68, 1.41, 2.36], [-0.13, 0.63, 2.01], [-0.26, -1.18, -0.21], [-2.45, 0.28, 0.00], [-0.89, 1.34, -1.58], [0.30, 1.65, -0.20], [2.41, -2.12, -1.90], [3.26, -0.64, -1.60]], "lowdin_charge": [-0.12, -0.27, -0.05, -0.24, -0.03, 0.06, 0.07, 0.07, 0.07, 0.05, 0.10, 0.06, 0.05, 0.10, 0.08]}

Entry 4:
{"formula": "C4H8N2Si", "method": "ωB97M-V with the def2-TZVPD basis set", "largest_force_ha_per_bohr": 0.083, "gap_ev": [7.996, 7.965], "molar_mass_g_mol": 112.2, "e_above_lowest_ev": 3.316, "total_energy_ha": -556.06986, "elements": ["C", "C", "C", "C", "N", "N", "Si", "H", "H", "H", "H", "H", "H", "H", "H"], "coordinates": [[-0.56, 0.37, 2.23], [0.29, 0.59, 1.23], [-1.71, 1.04, 0.62], [1.18, -2.21, -1.35], [-1.83, 0.67, 1.82], [-0.43, 0.90, 0.11], [0.42, 1.03, -1.44], [-0.44, -0.05, 3.22], [1.27, 0.17, 1.12], [-2.52, 1.12, -0.07], [1.59, -1.85, -0.52], [0.13, -2.52, -1.11], [1.75, -2.71, -2.05], [1.37, 2.07, -1.30], [-0.50, 1.36, -2.52]], "lowdin_charge": [-0.16, -0.21, -0.25, 0.07, 0.06, -0.23, 0.77, 0.10, 0.09, 0.11, -0.11, 0.02, -0.04, -0.11, -0.11]}